Entry from the Open Molecules 2025 dataset: a structure of composition C45H53FKN7O5S2SeSi at a distorted geometry (the ωB97M-V functional and the def2-TZVPD basis).

```
116
Properties=species:S:1:pos:R:3:forces:R:3:lowdin_charge:R:1
K 0.175 -0.360 0.432 -2.17 -0.47 0.34 0.7698
C 2.142 -4.995 -2.397 -0.05 -0.14 0.08 -0.0390
N 2.782 -3.774 -1.978 0.07 -0.03 -0.18 -0.1405
C 3.889 -3.371 -2.814 0.15 0.17 0.10 -0.0350
C 2.429 -3.003 -0.926 0.17 -0.13 -0.08 -0.4176
O 3.054 -1.994 -0.641 0.02 0.26 0.31 0.0422
C 1.221 -3.427 -0.100 -0.14 0.08 0.02 -0.1200
O 1.002 -2.514 0.932 0.70 -1.19 0.34 -0.2581
C 1.736 -2.754 2.104 -0.17 0.00 0.06 -0.1066
C 0.769 -3.184 3.206 0.03 -0.13 0.02 -0.4253
O -0.396 -3.417 2.964 -0.16 -0.10 -0.17 0.0766
N 1.289 -3.274 4.456 -0.08 0.11 0.30 -0.1530
C 2.700 -3.208 4.764 0.12 -0.02 -0.25 -0.0479
C 0.397 -3.581 5.552 -0.23 -0.07 -0.04 -0.0417
H 1.974 -4.956 -3.475 -0.07 -0.05 0.01 0.0948
H 1.187 -5.140 -1.906 -0.12 -0.01 0.05 0.0833
H 2.784 -5.855 -2.178 -0.07 -0.01 -0.05 0.0975
H 3.523 -3.110 -3.810 0.06 0.01 -0.08 0.0931
H 4.615 -4.183 -2.902 -0.02 0.01 -0.02 0.0943
H 4.366 -2.506 -2.358 0.04 -0.07 -0.12 0.0834
H 1.327 -4.451 0.283 -0.03 0.07 -0.08 0.1480
H 0.338 -3.370 -0.733 -0.04 -0.18 -0.10 0.1116
H 2.241 -1.832 2.401 0.08 0.02 -0.06 0.1303
H 2.493 -3.530 1.952 0.09 0.09 0.04 0.1431
H 3.167 -2.337 4.301 0.07 -0.02 0.06 0.0870
H 3.224 -4.112 4.430 0.05 0.09 0.08 0.0951
H 2.812 -3.128 5.845 0.04 0.05 -0.09 0.0892
H -0.620 -3.589 5.166 0.04 -0.03 0.09 0.0839
H 0.481 -2.817 6.324 0.03 0.02 0.10 0.0901
H 0.625 -4.557 5.985 0.00 -0.05 0.05 0.0916
O 0.207 -1.185 -1.979 -0.42 -1.49 0.30 -0.5608
S 0.427 0.160 -2.532 0.48 0.49 -2.53 0.9749
C 2.123 0.034 -3.266 -0.42 0.43 0.32 -0.2525
C 2.750 1.420 -3.293 0.13 0.20 -0.20 -0.2418
C 4.130 1.514 -2.641 -0.32 0.13 -0.02 -0.2143
C 4.168 1.026 -1.201 -0.19 0.32 0.27 -0.2874
S 2.877 1.680 -0.037 1.82 0.78 -0.41 1.0377
O 1.602 1.151 -0.545 0.34 0.54 -0.51 -0.7166
C 2.923 3.417 -0.569 -0.03 -0.11 0.24 -0.3493
C 4.109 4.132 -0.639 0.06 -0.06 0.07 -0.0962
C 4.087 5.461 -1.026 0.04 0.00 0.00 -0.0785
C 2.881 6.077 -1.324 -0.06 0.02 -0.02 -0.0786
C 1.697 5.364 -1.233 0.08 0.10 -0.05 -0.0567
C 1.715 4.035 -0.844 -0.08 -0.26 0.05 -0.0636
C -0.434 0.197 -4.129 -0.09 0.15 0.24 -0.3504
C -0.320 1.351 -4.887 0.10 0.03 0.04 -0.0816
C -1.008 1.467 -6.080 0.03 0.07 -0.04 -0.0749
C -1.829 0.435 -6.509 -0.06 0.01 -0.02 -0.0841
C -1.972 -0.700 -5.727 -0.04 0.03 -0.14 -0.0747
C -1.272 -0.822 -4.539 0.14 -0.12 0.25 -0.0647
H 2.067 -0.440 -4.242 -0.11 -0.06 0.01 0.1033
H 2.617 -0.630 -2.567 0.02 -0.14 0.17 0.0580
H 2.075 2.098 -2.769 0.09 0.19 -0.09 0.0785
H 2.836 1.776 -4.321 -0.06 0.05 -0.01 0.1157
H 4.442 2.561 -2.685 0.11 -0.14 -0.05 0.1020
H 4.843 0.925 -3.227 0.08 0.02 0.10 0.1208
H 5.132 1.248 -0.749 0.12 -0.02 0.15 0.0874
H 3.997 -0.045 -1.131 0.03 -0.10 0.15 0.0530
H 5.048 3.654 -0.399 0.14 -0.04 0.02 0.1095
H 5.011 6.017 -1.109 0.06 0.00 0.06 0.1041
H 2.863 7.117 -1.618 0.02 0.05 -0.04 0.1029
H 0.759 5.843 -1.472 -0.11 -0.01 0.06 0.1031
H 0.802 3.467 -0.744 -0.20 -0.13 0.02 0.0856
H 0.316 2.152 -4.539 0.02 0.21 0.02 0.1060
H -0.916 2.374 -6.660 0.02 0.02 -0.09 0.1056
H -2.364 0.526 -7.444 -0.06 0.00 0.00 0.1026
H -2.646 -1.485 -6.035 -0.02 -0.11 -0.06 0.1035
H -1.364 -1.702 -3.921 -0.05 -0.13 0.11 0.0971
C -2.726 1.096 -1.088 0.07 0.48 0.30 -0.1495
Si -2.211 2.539 0.036 -0.50 0.09 -0.33 0.3992
C -3.821 2.995 0.983 0.64 -0.17 -0.14 -0.1722
C -1.941 4.031 -1.158 0.08 -0.49 0.45 -0.1771
N -0.877 2.012 0.935 -0.66 0.09 -0.55 -0.1083
C -0.301 2.561 1.999 0.00 -0.09 -0.13 -0.3717
C -0.632 3.832 2.541 0.12 -0.05 0.01 -0.0439
C -0.020 4.357 3.653 0.10 0.12 0.25 -0.1196
C 0.964 3.646 4.329 0.04 0.07 0.11 -0.1338
C 1.332 2.401 3.838 0.10 -0.10 -0.01 -0.0545
C 0.733 1.901 2.707 0.27 0.32 0.43 -0.2465
F 1.191 0.662 2.270 0.09 0.53 0.83 -0.1176
H -3.445 1.424 -1.831 -0.21 0.11 -0.21 0.0332
H -3.189 0.310 -0.503 -0.12 -0.22 0.16 0.0113
H -1.884 0.668 -1.617 0.16 -0.12 -0.10 -0.0252
H -4.652 3.165 0.304 -0.09 0.01 -0.25 0.0178
H -3.710 3.889 1.588 0.05 0.19 0.15 0.0086
H -4.106 2.185 1.649 -0.04 -0.20 0.19 0.0102
H -2.856 4.290 -1.682 -0.26 -0.03 -0.04 0.0183
H -1.195 3.805 -1.916 0.22 -0.09 -0.16 0.0038
H -1.614 4.918 -0.623 0.11 0.22 0.16 0.0104
H -1.402 4.387 2.031 -0.13 0.15 -0.07 0.0837
H -0.307 5.336 4.015 -0.06 0.06 -0.01 0.0952
H 1.441 4.051 5.208 0.03 0.01 0.07 0.0844
H 2.088 1.814 4.341 0.08 -0.07 -0.05 0.1088
Se -7.832 -2.686 2.671 0.28 0.08 -0.06 1.1005
N -6.800 -2.945 1.263 0.59 -0.11 -0.70 -0.2485
C -5.598 -2.465 1.524 -1.33 -0.30 0.36 -0.3308
C -4.489 -2.513 0.618 0.82 0.08 -0.52 -0.0854
C -4.610 -3.053 -0.665 0.14 0.10 0.15 0.0064
C -3.503 -3.059 -1.481 -0.08 -0.01 0.11 -0.0291
C -2.310 -2.546 -0.976 -0.25 -0.27 -0.42 -0.1336
N -2.178 -2.031 0.223 0.30 0.19 0.20 0.1290
C -3.239 -1.988 1.023 -0.76 -0.54 -0.62 -0.1440
C -3.089 -1.371 2.330 -0.56 0.21 0.98 -0.1389
N -1.902 -0.861 2.650 0.23 -0.03 -0.45 0.1429
C -1.749 -0.309 3.829 -0.06 0.16 0.39 -0.1054
C -2.767 -0.211 4.780 -0.11 -0.08 -0.05 -0.0263
C -4.006 -0.721 4.469 0.11 -0.09 -0.17 0.0042
C -4.186 -1.323 3.222 0.94 0.37 0.08 -0.0863
C -5.445 -1.883 2.822 -1.31 -0.31 0.26 -0.3282
N -6.529 -1.912 3.576 0.71 0.41 0.43 -0.2466
H -5.566 -3.442 -0.980 -0.06 -0.02 -0.04 0.1140
H -3.551 -3.441 -2.488 0.02 -0.07 -0.10 0.1021
H -1.423 -2.527 -1.587 0.10 0.00 -0.19 0.0698
H -0.768 0.087 4.045 0.16 0.13 0.05 0.1056
H -2.579 0.260 5.731 0.04 0.07 0.09 0.1050
H -4.842 -0.681 5.153 -0.02 0.04 0.07 0.1136
```
Forces are in eV/Å.

The energy relative to the best compared isomer or geometry (same formula, charge and spin) is 141.1 kJ/mol. As for the largest force on an atom: 2.62 eV/A. Its highest occupied orbital energy is -5.7718 eV. For the orbital gap, the calculation gives 0.2023 Eh. Its net charge is 0. Its calculated total energy is -6693.20010 a.u.

***

Entry from the Open Molecules 2025 dataset: a structure of composition C45H53FeN8O3PS3 at a distorted geometry (the ωB97M-V functional and the def2-TZVPD basis).

```
114
Properties=species:S:1:pos:R:3:forces:R:3:lowdin_charge:R:1
Fe -2.320 -0.698 0.505 0.36 -0.57 0.34 0.7549
C -0.365 1.144 5.180 1.56 1.22 0.87 -0.1605
C -0.692 1.892 4.053 -0.15 -0.71 -0.05 -0.1003
C -1.445 1.264 3.043 1.46 1.65 0.08 -0.0366
C -1.880 -0.049 3.211 -0.94 -0.42 -0.19 -0.2842
C -1.519 -0.794 4.359 -0.04 1.09 -0.67 -0.0522
C -0.702 -0.170 5.278 -0.89 -1.70 1.17 -0.1606
N -2.801 -0.578 2.285 2.58 1.45 1.06 -0.2010
N -3.763 -1.203 2.905 -3.84 -2.65 0.29 0.0336
C -4.596 -2.000 2.230 2.68 1.64 2.56 -0.3124
C -5.789 -2.433 2.880 -1.21 -0.09 -0.65 -0.0449
C -6.806 -2.940 2.128 -0.19 -0.02 1.37 -0.1204
C -6.572 -3.158 0.733 -0.10 -1.04 -1.87 -0.1254
C -5.329 -2.996 0.190 -0.81 0.82 0.56 -0.0598
N -4.324 -2.490 0.976 -0.53 -1.63 -1.45 -0.0548
H 0.258 1.521 6.023 -0.55 0.21 -0.85 0.0936
H -0.382 2.933 3.986 -0.17 -0.22 -0.27 0.0588
H -1.576 1.905 2.138 -0.55 -0.95 0.62 0.1061
H -1.952 -1.764 4.543 0.08 -0.11 -0.17 0.0826
H -0.473 -0.728 6.201 0.14 0.30 -0.42 0.0926
H -5.923 -2.176 3.925 0.18 -0.05 -0.11 0.1006
H -7.774 -3.144 2.657 0.90 0.04 -0.92 0.0971
H -7.297 -3.558 0.001 0.03 0.39 0.87 0.0862
H -5.115 -3.099 -0.889 0.00 -0.11 0.89 0.1327
N -3.826 6.285 -1.390 0.15 0.52 0.62 0.1137
C -4.468 5.139 -1.076 -0.19 -1.18 0.41 -0.3091
C -5.181 4.504 -2.109 0.29 0.03 0.72 -0.0658
C -5.601 3.216 -1.914 -0.42 -1.14 0.38 -0.0928
C -5.287 2.584 -0.714 -1.21 -0.41 0.08 -0.3329
C -4.799 3.256 0.406 0.64 0.53 -0.99 -0.0659
C -4.338 4.540 0.233 -0.23 1.06 -1.03 -0.0087
S -5.238 0.836 -0.562 0.52 -0.69 -0.32 0.6182
O -5.956 0.417 0.621 0.60 0.25 -0.29 -0.3040
O -5.581 0.150 -1.801 -0.01 0.70 0.35 -0.3418
N -3.611 0.694 -0.280 -0.38 0.12 -1.28 -0.1281
C -2.676 0.977 -1.233 -1.10 -0.48 0.75 -0.4717
N -2.855 1.683 -2.327 0.07 1.14 -1.57 0.1572
C -1.781 1.960 -3.066 -0.53 0.03 -0.21 -0.1085
C -0.507 1.500 -2.737 -0.30 0.20 0.02 -0.0729
C -0.407 0.688 -1.627 -0.69 0.54 0.08 -0.1128
N -1.492 0.390 -0.921 1.29 0.44 -0.14 0.0097
H -4.089 6.779 -2.214 0.29 0.22 -0.09 0.0823
H -3.113 6.576 -0.750 0.40 0.57 0.00 0.0672
H -5.194 4.915 -3.106 -0.22 0.38 -0.09 0.0949
H -6.176 2.657 -2.666 0.71 0.16 0.17 0.1156
H -4.631 2.749 1.335 0.00 -0.30 0.29 0.1148
H -3.819 5.069 1.047 -0.27 -0.19 -0.55 0.0492
H -1.967 2.578 -3.981 0.24 -0.55 0.88 0.1163
H 0.371 1.793 -3.263 0.38 0.16 -0.44 0.0787
H 0.559 0.356 -1.282 0.04 -0.43 0.15 0.1106
C 6.713 -2.140 0.730 1.55 -1.07 -0.48 -0.1371
C 5.402 -1.471 0.911 -1.54 0.52 0.66 -0.6695
C 4.369 -2.589 1.275 0.93 0.66 -0.75 -0.1085
C 5.304 -0.394 2.092 1.07 -0.58 -1.00 -0.0740
P 4.788 -0.547 -0.646 -1.50 0.42 0.94 1.1184
C 5.132 -1.559 -2.101 -0.44 -0.41 -1.49 -0.3829
C 6.401 -1.932 -2.570 -0.81 -0.51 -0.84 -0.1046
C 6.504 -2.537 -3.850 0.06 0.48 0.75 -0.0967
C 5.384 -2.779 -4.616 -0.48 -0.47 0.50 -0.1056
C 4.095 -2.481 -4.132 0.59 0.16 -0.40 -0.0901
C 3.954 -1.823 -2.929 1.86 -0.27 1.21 -0.0827
C 5.627 1.167 -0.947 0.85 -0.49 -0.61 -0.6522
C 5.917 1.319 -2.490 1.17 -0.44 1.30 -0.1095
C 6.996 1.439 -0.164 -0.99 -0.40 -1.13 -0.0762
C 4.516 2.211 -0.651 1.04 -0.59 0.71 -0.1187
H 7.244 -2.202 1.704 0.00 -0.15 -0.66 0.0889
H 7.294 -1.611 -0.028 0.53 0.15 0.64 0.0294
H 6.628 -3.178 0.266 -0.14 1.13 0.83 0.1025
H 4.598 -3.180 2.151 0.72 0.10 0.45 0.0794
H 4.278 -3.302 0.470 -0.35 -0.09 -0.46 0.0691
H 3.475 -2.089 1.500 -1.67 0.31 -0.03 0.0541
H 4.689 -0.772 2.891 -0.07 -0.22 0.36 0.0691
H 4.868 0.548 1.789 -0.28 0.15 -0.26 0.0408
H 6.303 -0.139 2.463 -0.12 -0.20 0.10 0.0684
H 7.285 -1.793 -1.945 -0.23 0.09 -0.39 0.0868
H 7.459 -2.817 -4.274 0.20 0.00 0.23 0.0912
H 5.512 -3.354 -5.528 -0.14 0.29 -0.13 0.0948
H 3.239 -2.749 -4.741 -0.08 0.07 0.13 0.1000
H 2.984 -1.596 -2.505 0.02 0.17 -0.12 0.0850
H 6.653 0.571 -2.808 -0.28 0.07 -0.11 0.0565
H 6.433 2.275 -2.605 -0.34 0.24 -0.18 0.0736
H 5.036 1.262 -3.118 -0.16 -0.01 0.00 0.0750
H 7.773 0.659 -0.441 -0.86 0.97 0.39 0.0805
H 6.835 1.464 0.930 0.23 0.05 -0.64 0.0578
H 7.299 2.435 -0.553 0.25 -0.51 0.56 0.0711
H 3.757 2.106 -1.437 -0.03 0.28 0.57 0.0749
H 4.966 3.211 -0.624 -0.22 -0.02 -0.31 0.0830
H 4.126 2.024 0.356 -0.42 0.18 -0.35 0.0624
C -2.145 -2.710 -2.300 -0.53 -0.27 -0.75 -0.0659
C -1.978 -3.766 -1.255 0.41 -1.01 0.22 -0.2079
C -1.505 -5.017 -1.715 -0.55 0.11 1.23 -0.0791
C -1.321 -6.064 -0.795 -0.24 0.41 0.42 -0.1198
C -1.633 -5.861 0.567 0.21 -0.27 -1.29 -0.0864
C -2.087 -4.632 1.036 0.72 0.35 -0.07 -0.2161
C -2.094 -4.441 2.531 1.29 -0.19 0.30 -0.0436
C -2.335 -3.585 0.122 -1.09 -0.62 -0.76 -0.1900
N -3.072 -2.435 0.405 1.36 0.14 -0.82 -0.1092
H -3.143 -2.259 -2.319 0.23 0.26 0.33 0.0767
H -2.059 -3.256 -3.239 0.03 0.16 -0.35 0.0570
H -1.369 -1.941 -2.350 -0.18 0.03 0.43 0.0642
H -1.506 -5.229 -2.792 0.55 0.27 0.41 0.0943
H -0.889 -7.005 -1.130 -0.36 -0.04 0.05 0.0762
H -1.587 -6.715 1.248 0.36 0.31 -0.01 0.0999
H -1.134 -4.879 2.966 -0.98 0.71 -0.59 0.0949
H -2.852 -5.067 2.921 -1.13 -0.49 0.80 0.0557
H -2.219 -3.420 2.916 -0.07 -0.25 -0.47 0.0543
C -0.578 7.896 0.211 0.48 0.41 1.33 -0.1723
O -1.190 6.618 0.392 0.38 0.53 0.19 -0.3528
C -0.597 5.749 1.390 0.18 0.59 -1.39 -1.4503
S -1.598 5.214 2.562 -0.75 0.01 0.66 0.5486
S 0.978 5.317 1.100 0.70 0.03 -0.05 0.4361
H -0.943 8.598 1.002 -0.14 -0.32 -0.69 0.0881
H -0.692 8.315 -0.781 -0.89 -0.22 -0.34 0.0651
H 0.511 7.947 0.318 0.03 -0.88 0.24 0.0390
```
Forces are in eV/Å.

Its expectation value of S² is 6.04. As for the largest force on an atom: 4.68 eV/A. Its highest occupied orbital energy (alpha / beta) is -0.3982 / -0.5890 eV. For the orbital gap (alpha / beta), the calculation gives 0.1363 / 0.1433 Eh. Its net charge is -2. Its multiplicity is 5. Its calculated total energy is -5209.82276 a.u.